DFT (the ωB97M-V functional and the def2-TZVPD basis) results for C10H9BN3O6PYb as an isolated structure at a distorted geometry.

```
31
Properties=species:S:1:pos:R:3:forces:R:3:nbo_charge:R:1
C 4.763203 -0.512264 0.036404 0.82 2.32 -1.55 -0.19
O 3.937315 -0.175957 -1.093711 -0.10 -0.50 3.15 -0.69
B 2.800554 0.687100 -0.672172 -0.09 1.19 -0.26 1.20
O 3.118540 2.068723 -0.400350 -0.16 -3.20 1.19 -0.90
C 1.342085 -0.007160 -0.591295 -2.74 -1.10 0.56 -0.46
C 1.138328 -1.517786 -1.004909 -3.76 1.75 1.44 -0.19
C -0.315732 -2.165434 -0.914601 0.48 3.16 0.95 -0.19
C -1.587724 -1.342549 -0.398210 3.93 2.88 1.19 -0.29
P -3.320174 -2.120079 -0.317926 -0.83 -1.23 -0.54 1.24
N -3.329427 -2.974872 1.260873 -0.67 1.03 -1.45 -1.13
O -4.567734 -0.926380 -0.335017 2.58 -0.63 0.32 -0.94
C -1.344842 0.153526 0.043030 3.27 -1.70 -1.03 -0.11
C 0.092789 0.798933 -0.075360 -1.12 -2.81 -0.39 -0.04
C -0.095143 2.318848 0.415852 1.56 1.43 0.39 0.68
O 0.707135 3.168119 0.897187 -3.76 -4.19 -2.42 -0.46
N -1.574647 2.534600 0.219812 1.30 -1.33 3.28 -0.42
N -1.954244 3.084948 -1.009287 -2.79 4.38 0.87 -0.42
C -2.781655 4.099431 -0.673320 -6.04 0.54 -0.79 0.90
O -3.848201 4.757895 -0.533324 8.15 -4.16 -0.90 -0.40
C -2.314916 1.287540 0.642125 -1.62 -0.47 0.71 0.66
O -3.375141 1.236858 1.322315 5.12 0.22 -3.53 -0.43
H 4.574540 -1.592501 0.455741 -0.15 0.78 -1.21 -0.10
H 5.866631 -0.455201 -0.335114 -1.84 -0.42 0.93 0.27
H 4.620010 0.217836 0.927457 0.29 -1.14 -1.23 0.20
H 3.351846 2.189109 0.563513 -0.63 0.39 -1.53 0.51
H 2.035016 -2.126803 -1.380908 -1.64 1.05 0.44 0.23
H -0.488064 -3.262777 -1.210651 0.34 1.97 0.40 0.26
H -3.975130 -2.515080 1.924885 0.52 -0.46 -0.27 0.41
H -3.627487 -3.957928 1.062048 0.05 1.38 0.28 0.41
H -4.325904 -0.151742 -0.899701 -0.31 -0.81 0.56 0.51
Yb 4.603138 -2.811660 2.095296 -0.17 -0.31 0.46 1.88
```
Forces are in eV/Å.

Charge: +2

DFT (the ωB97M-V functional and the def2-TZVPD basis) results for a 8-piece molecular cluster, C38H59I3O22Si overall at a distorted geometry.

```
123
Properties=species:S:1:pos:R:3:forces:R:3:mulliken_charge:R:1
C 7.372798 -1.584710 6.437441 0.76 1.36 -6.33 -0.27
C 7.407985 -1.328809 5.141960 -0.89 -0.76 5.67 -0.50
C 7.130882 -0.854197 3.639466 1.14 0.45 1.47 -0.51
Si 5.219651 -0.595102 3.315011 -0.08 -0.74 -0.40 -0.02
C 4.560007 -2.372042 2.859862 0.02 -0.94 0.50 -0.46
C 3.237746 -2.803087 3.685263 -0.26 -0.94 -1.13 -0.50
C 1.911733 -2.448033 2.830706 -0.65 -0.45 1.07 -0.08
C 0.530604 -2.863622 3.618474 0.53 -0.01 -1.93 -0.54
C -0.686977 -2.362992 2.647926 1.16 -0.15 -0.03 -0.74
C -1.284053 -0.916077 3.043394 -0.70 -0.64 0.55 0.29
C -2.674867 -1.160300 3.878971 0.65 -0.89 -1.09 -0.51
O -3.648952 -0.111165 3.624085 1.57 0.77 0.69 -0.37
C -3.055244 1.217801 3.873389 -0.55 0.33 0.29 -0.50
C 5.109690 0.598979 1.816655 2.32 -0.06 -1.07 -0.56
I 3.089186 0.982243 1.093634 0.74 0.04 0.30 0.15
C 5.899508 -0.152571 0.578921 -1.66 -0.03 -0.41 -0.33
C 5.927143 0.806345 -0.729311 -0.42 -1.03 0.36 -0.92
C 4.508549 0.089215 4.961486 1.06 0.05 1.19 -0.58
I 2.372122 0.534204 4.942656 0.21 -0.85 0.29 0.17
C 5.280945 1.395538 5.548564 -1.07 -1.40 1.63 -0.41
C 4.854073 1.500800 7.132093 0.09 -0.30 -0.31 -0.51
I 4.483130 3.167375 4.526930 1.28 -0.04 0.21 0.03
H 7.562262 -1.769865 7.556412 -0.47 0.39 -2.59 0.33
H 7.607673 0.197499 3.508997 -0.50 -1.74 0.33 0.32
H 7.623821 -1.545478 2.866550 -0.77 0.88 1.34 0.47
H 5.389566 -3.143786 3.147725 -1.23 1.50 -0.49 0.44
H 4.404258 -2.507943 1.720666 0.07 0.30 1.87 0.27
H 3.234666 -2.407759 4.765184 -0.11 -0.40 -1.74 0.07
H 3.264332 -3.968513 3.764331 -0.14 1.99 -0.02 0.38
H 1.791047 -1.332994 2.578742 0.59 -1.70 0.28 -0.20
H 1.943634 -3.075760 1.846774 -0.02 1.25 1.67 0.26
H 0.509738 -4.017000 3.603548 -0.03 1.77 0.57 0.31
H 0.490505 -2.407028 4.672317 0.02 -0.81 -1.57 0.19
H -0.231365 -2.309541 1.573858 -0.89 -0.06 1.87 0.20
H -1.461022 -3.215592 2.623474 0.79 1.64 0.06 0.49
H -1.496986 -0.297343 2.081647 0.27 -1.07 1.75 -0.02
H -0.572270 -0.315465 3.747376 -0.97 -1.13 -1.54 -0.01
H -2.454946 -1.329028 5.000836 -0.36 0.62 -1.55 0.23
H -3.135128 -2.160840 3.496580 0.57 1.96 0.62 0.31
H -3.919568 1.931479 4.194919 1.51 -1.40 -0.37 0.25
H -2.614629 1.687310 2.906844 -0.38 -1.02 1.67 0.14
H -2.261443 1.129218 4.722249 -1.38 0.41 -1.56 0.26
H 5.703887 1.588278 1.984592 -1.47 -1.51 -0.13 0.50
H 5.208784 -1.051678 0.299523 1.53 1.36 0.50 0.18
H 6.928239 -0.559374 0.886153 -1.45 0.85 -0.38 0.18
H 5.948547 1.904069 -0.393049 0.21 -1.61 -0.77 0.23
H 4.937636 0.595568 -1.303544 1.83 0.64 0.92 0.20
H 6.805786 0.486446 -1.395832 -1.26 0.83 0.95 0.34
H 4.656576 -0.753491 5.757490 -0.35 1.51 -1.39 0.27
H 6.423880 1.272655 5.452146 -1.92 0.42 -0.06 0.54
H 4.745575 0.422180 7.562382 0.54 2.00 -0.79 -0.06
H 5.666986 2.082583 7.710949 -1.52 -0.92 -0.85 0.34
H 3.802110 1.977214 7.264500 2.04 -0.62 -0.32 0.29
C -5.955925 2.163424 0.494834 -0.67 -0.12 0.69 -0.42
C -4.572020 1.595880 0.553476 0.40 -0.54 0.86 0.10
O -4.141769 1.657707 -0.799123 -0.52 0.58 -0.52 -0.11
C -4.874364 2.629848 -1.406843 0.24 0.40 -0.85 0.41
O -4.649938 3.056301 -2.509323 -0.28 -0.41 0.90 -0.56
O -5.890390 3.056776 -0.607877 0.61 -0.09 -0.60 -0.34
H -6.228035 2.694019 1.409039 -0.01 0.07 -0.23 0.32
H -6.712954 1.401116 0.287608 0.06 0.05 -0.01 0.25
H -3.897324 2.200063 1.166865 -0.07 -0.03 -0.11 -0.03
H -4.558271 0.567458 0.919591 0.15 0.11 -0.13 0.30
C -6.078304 2.263916 -5.841551 0.57 0.85 0.32 -0.14
C -6.763769 1.287969 -4.937039 0.03 0.04 0.98 -0.11
O -7.619570 0.577666 -5.819318 0.16 -0.01 -0.81 -0.33
C -7.086201 0.687523 -7.067126 -0.33 -0.40 -0.81 0.58
O -7.466221 0.065368 -8.024700 0.25 0.86 1.02 -0.62
O -6.067705 1.589959 -7.091684 -0.60 -0.69 -0.13 -0.31
H -5.062282 2.492704 -5.514651 -0.09 -0.05 -0.19 0.16
H -6.636151 3.199012 -5.948501 0.01 -0.09 0.00 0.26
H -6.065326 0.582286 -4.476880 -0.03 0.05 -0.05 0.20
H -7.338456 1.781669 -4.151297 -0.06 -0.17 -0.15 0.27
C -7.003002 -2.878743 -10.175971 -0.63 0.47 -0.46 -0.35
C -6.133762 -2.360516 -9.073455 0.00 0.92 0.48 0.11
O -5.652812 -3.546644 -8.457090 -0.03 -0.73 -0.49 -0.32
C -5.722546 -4.537447 -9.389291 0.58 -1.20 0.18 0.65
O -5.240287 -5.630380 -9.255029 -0.53 1.15 -0.15 -0.54
O -6.408537 -4.129052 -10.493608 0.43 -0.29 0.50 -0.32
H -7.009984 -2.219771 -11.046119 0.04 -0.24 0.01 0.30
H -8.033870 -3.049587 -9.851287 0.08 0.01 0.01 0.29
H -5.280888 -1.785879 -9.448035 -0.04 -0.06 -0.02 0.24
H -6.687490 -1.748542 -8.359687 0.26 -0.37 -0.15 0.01
C -2.219479 -0.311628 -2.388008 -0.94 0.37 0.08 -0.09
C -1.563412 -0.588851 -3.704990 -0.44 -0.18 -0.83 -0.34
O -0.192480 -0.325011 -3.443293 0.10 -0.10 0.77 -0.30
C -0.007106 -0.473319 -2.100802 1.17 0.06 0.79 0.44
O 1.066273 -0.487274 -1.561343 -1.14 -0.01 -0.63 -0.55
O -1.195716 -0.605218 -1.449663 0.72 -0.06 -0.28 -0.28
H -3.094480 -0.942120 -2.217537 0.18 0.01 0.15 0.31
H -2.509714 0.736513 -2.277520 0.10 -0.12 -0.07 0.04
H -1.669935 -1.633341 -4.014494 0.03 0.04 0.03 0.29
H -1.938548 0.056857 -4.501547 0.23 0.01 0.07 0.40
C 0.866757 -0.282932 -6.348605 -0.70 0.10 0.67 0.28
C 2.250815 -0.850203 -6.289719 0.42 -0.45 0.72 -0.31
O 2.682489 -0.786019 -7.640627 -0.38 0.42 -0.39 -0.33
C 1.949514 0.188729 -8.248685 0.26 0.51 -1.31 0.60
O 2.172840 0.618736 -9.348165 -0.24 -0.47 1.21 -0.54
O 0.931725 0.612763 -7.448248 0.56 -0.17 -0.46 -0.34
H 0.594272 0.244699 -5.434298 0.07 0.07 -0.31 0.01
H 0.110155 -1.045810 -6.558464 0.06 -0.01 -0.04 0.12
H 2.924474 -0.246859 -5.673739 -0.08 -0.02 -0.04 0.30
H 2.264275 -1.879318 -5.925894 0.11 0.09 -0.19 0.29
C 4.074133 -2.950779 10.771776 -0.44 -0.67 0.46 -0.36
C 5.104406 -3.010247 9.686558 0.42 -0.78 -0.38 -0.34
O 5.066073 -1.703251 9.134560 -0.25 0.41 0.35 -0.21
C 4.572733 -0.876025 10.099353 -0.08 1.52 0.06 0.59
O 4.563781 0.322712 10.024250 0.02 -1.41 0.16 -0.51
O 4.092466 -1.585006 11.158746 0.31 0.35 -0.50 -0.33
H 4.320556 -3.596874 11.616455 -0.06 0.23 0.01 0.30
H 3.071999 -3.202722 10.411958 0.07 0.03 0.00 0.26
H 6.109914 -3.201363 10.074042 -0.07 0.03 0.01 0.27
H 4.868387 -3.759311 8.928286 0.06 0.23 -0.05 0.32
C -2.920727 6.313429 -3.914793 -0.69 0.42 -0.50 -0.24
C -2.048548 6.830222 -2.812855 0.10 0.87 0.33 -0.37
O -1.567923 5.644071 -2.199943 -0.08 -0.56 -0.39 -0.30
C -1.640220 4.654349 -3.133349 0.48 -1.32 0.12 0.65
O -1.158520 3.560923 -3.001435 -0.54 1.15 -0.14 -0.49
O -2.328118 5.064413 -4.235097 0.44 -0.22 0.51 -0.27
H -2.929171 6.973501 -4.784290 0.05 -0.23 0.00 0.30
H -3.951003 6.142350 -3.588176 0.08 -0.03 0.01 0.20
H -1.196277 7.404899 -3.188063 -0.05 -0.06 0.01 0.28
H -2.600518 7.441582 -2.096409 0.14 -0.19 0.05 0.29
```
Forces are in eV/Å.

Charge: 0

| no. | HOMO (eV) |
| --- | --- |
| 1 | -12.756 |
| 2 | -8.336 |